# 1
Density functional theory data (ωB97M-V/def2-TZVPD) for a 2-piece molecular cluster, C3H6FN overall at a distorted geometry.

Positions of all 11 atoms, in Å:
C1 0.2786 -0.3374 0.1388
C2 0.1205 -0.3539 1.6010
C3 -0.8410 -0.5065 -0.7921
N1 2.0310 1.0341 -1.2893
F1 1.1562 1.8223 -1.9667
H1 -0.8439 -0.7947 2.0887
H2 1.0871 -0.4484 1.9594
H3 0.1176 0.8132 1.5540
H4 -1.8074 -0.4392 -0.3500
H5 -0.6667 -1.2405 -1.5658
H6 -0.6320 0.4511 -1.3779

* energy relative to the best compared isomer or geometry (same formula, charge and spin): 190.4 kcal per mole
* gap between HOMO and LUMO (spin up / spin down): 8.000 / 7.979 eV
* maximum force: 0.0770 hartree/bohr

Here are the natural (NBO) charges for atoms 1 to 6, given in e: 0.194, -0.771, -0.802, 0.138, -0.264, 0.208



# 2
Density functional theory data (ωB97M-V/def2-TZVPD) for a 2-piece molecular cluster, C3H6FN overall at a distorted geometry.

Positions of all 11 atoms, in Å:
C1 -0.0073 0.7980 -0.8518
C2 0.3742 0.2988 -1.8746
C3 -0.6431 1.7794 0.0242
N1 0.2589 -2.1364 1.1134
F1 0.8631 -0.9670 1.5248
H1 0.3430 -2.0662 0.0864
H2 0.4909 -0.5702 -2.4696
H3 0.7261 -2.7886 1.6882
H4 -0.4729 1.1933 1.0245
H5 -1.7439 1.7202 -0.1623
H6 -0.1891 2.7387 -0.1032

* energy relative to the best compared isomer or geometry (same formula, charge and spin): 91.4 kcal per mole
* gap between HOMO and LUMO: 10.953 eV
* maximum force: 0.0797 hartree/bohr

Here are the natural (NBO) charges for atoms 1 to 6, given in e: 0.023, -0.289, -0.705, -0.427, -0.276, 0.359



# 3
Density functional theory data (ωB97M-V/def2-TZVPD) for a 2-piece molecular cluster, C3H6FN overall at a distorted geometry.

Positions of all 11 atoms, in Å:
C1 -0.5926 -1.4902 -0.3972
C2 0.3525 -0.6596 -0.2001
C3 -1.2570 2.5443 1.4949
N1 -1.9466 1.4528 1.1916
F1 -0.1327 2.1452 2.0804
H1 -1.3941 -1.4388 -1.0842
H2 -0.6272 -2.3585 0.3135
H3 0.5626 0.0145 -1.0341
H4 1.1340 -0.8682 0.4647
H5 -1.6723 0.5291 1.1278
H6 -2.8226 1.6518 0.8358

* energy relative to the best compared isomer or geometry (same formula, charge and spin): 46.4 kcal per mole
* gap between HOMO and LUMO: 10.291 eV
* maximum force: 0.0944 hartree/bohr

Here are the natural (NBO) charges for atoms 1 to 6, given in e: -0.381, -0.394, 0.383, -0.808, -0.362, 0.196



# 4
Density functional theory data (ωB97M-V/def2-TZVPD) for a 2-piece molecular cluster, C3H6FNO2 overall at a distorted geometry.

Positions of all 13 atoms, in Å:
C1 0.1163 0.0922 -0.4818
C2 1.1391 0.3400 2.0169
C3 -1.5422 -0.7561 -1.9755
N1 0.1972 1.0963 1.2532
O1 1.1407 -0.3331 -0.8643
O2 -1.1113 0.0498 -0.8199
F1 0.9089 2.2872 0.7786
H1 0.5168 -0.5348 2.5079
H2 1.9739 -0.1224 1.4074
H3 1.4660 0.8561 2.9667
H4 -1.7205 -1.7083 -1.6262
H5 -0.6854 -0.8506 -2.6736
H6 -2.3996 -0.4163 -2.4895

* energy relative to the best compared isomer or geometry (same formula, charge and spin): 111.6 kcal per mole
* gap between HOMO and LUMO: 9.777 eV
* maximum force: 0.0782 hartree/bohr

Here are the natural (NBO) charges for atoms 1 to 6, given in e: 0.940, -0.497, -0.254, -0.099, -0.550, -0.481



# 5
Density functional theory data (ωB97M-V/def2-TZVPD) for C3H6FNS as an isolated structure at a distorted geometry.

Positions of all 12 atoms, in Å:
C1 -0.0086 0.1553 -1.6916
C2 0.4137 -0.1987 -0.2163
C3 -0.6297 0.4054 0.6675
H1 -1.5715 0.6101 -1.5260
H2 0.5615 1.3832 -1.6448
H3 0.3501 -0.8459 -2.6523
H4 -0.0425 1.2007 1.4387
H5 -1.4136 1.0262 0.1499
H6 0.5106 -1.2023 2.3939
N1 1.3422 -0.9669 0.0568
F1 -1.2080 -0.5668 1.3586
S1 1.6959 -1.0003 1.6658

* energy relative to the best compared isomer or geometry (same formula, charge and spin): 158.8 kcal per mole
* gap between HOMO and LUMO: 8.859 eV
* maximum force: 0.1210 hartree/bohr

Here are the natural (NBO) charges for atoms 1 to 6, given in e: -0.645, 0.193, -0.016, 0.190, 0.246, 0.293



# 6
Density functional theory data (ωB97M-V/def2-TZVPD) for C3H6FO3RbTl as an isolated structure at a distorted geometry.

Positions of all 15 atoms, in Å:
Rb1 -1.1420 -3.5475 -4.0447
Tl1 -1.6425 -2.7108 1.4484
F1 -0.5344 -2.9510 -1.2626
C1 1.4459 -0.5340 -1.2474
O1 1.2533 0.7116 -0.5707
C2 0.2662 0.7495 0.3620
O2 -0.1906 -0.2668 0.8993
O3 0.0813 1.9431 0.6716
C3 -0.7778 2.2406 1.7590
H1 0.5767 -0.7110 -1.8809
H2 1.3551 -1.4432 -0.6531
H3 2.3384 -0.5167 -1.8728
H4 -0.5392 3.1514 2.3083
H5 -0.6558 1.5018 2.5511
H6 -1.8345 2.3829 1.5326

* spin multiplicity: 2
* gap between HOMO and LUMO (spin up / spin down): 10.909 / 4.437 eV
* maximum force: 0.0679 hartree/bohr
* net charge: +2

Here are the natural (NBO) charges for atoms 1 to 6, given in e: 0.999, 0.994, -0.331, -0.248, -0.369, 1.007



# 7
Density functional theory data (ωB97M-V/def2-TZVPD) for one molecule with the formula C3H6INO at a distorted geometry.

Positions of all 12 atoms, in Å:
C1 -0.4777 -0.5596 0.5320
C2 0.9622 -0.7991 -0.0232
C3 0.1216 0.4324 -0.3623
N1 -0.5142 0.6809 -1.5889
O1 0.6176 1.5399 0.3181
I1 0.7429 1.2214 -3.2068
H1 -1.3046 -1.2976 0.5512
H2 -0.4232 -0.1843 1.5617
H3 1.7890 -0.7210 0.7540
H4 1.0518 -1.5259 -0.8682
H5 -1.2618 1.3844 -1.4901
H6 1.0174 2.0138 -0.5069

* energy relative to the best compared isomer or geometry (same formula, charge and spin): 44.7 kcal per mole
* gap between HOMO and LUMO: 8.774 eV
* maximum force: 0.0669 hartree/bohr

Here are the natural (NBO) charges for atoms 1 to 6, given in e: -0.438, -0.445, 0.321, -0.743, -0.704, 0.218



# 8
Density functional theory data (ωB97M-V/def2-TZVPD) for one molecule with the formula C3H6INO at a distorted geometry.

Positions of all 12 atoms, in Å:
C1 0.1910 -0.8656 0.8346
C2 0.2480 1.4329 0.0209
C3 0.9777 0.0242 -0.2994
N1 -1.1145 -0.2631 0.8662
O1 -0.7686 1.0665 0.8940
I1 3.0369 -0.0515 0.0676
H1 0.2744 -1.9345 0.6488
H2 0.7061 -0.4840 1.6757
H3 0.9758 2.0266 0.4481
H4 -0.2132 1.8358 -0.8720
H5 0.8445 -0.2763 -1.3922
H6 -1.8015 -0.3136 0.2236

* energy relative to the best compared isomer or geometry (same formula, charge and spin): 58.3 kcal per mole
* gap between HOMO and LUMO: 9.619 eV
* maximum force: 0.0878 hartree/bohr

Here are the natural (NBO) charges for atoms 1 to 6, given in e: -0.255, -0.096, -0.404, -0.315, -0.403, 0.098